{
  "formula": "C6H16S2",
  "method": "wB97M-V/def2-TZVPD",
  "e_above_lowest_kcal_mol": 20.6,
  "homo_ev": -8.96,
  "total_charge": 0,
  "smiles": "CCCS.CCCS",
  "energy_ha": -1034.54337,
  "elements": ["H", "H", "H", "H", "H", "H", "H", "C", "H", "H", "S", "H", "H", "S", "H", "C", "C", "C", "H", "C", "C", "H", "H", "H"],
  "xyz": [[-2.6763, -5.7207, 1.1985], [-1.3595, -4.6415, 2.8471], [-3.6105, -4.2268, 0.8748], [0.0488, 4.3264, -2.3258], [-2.7899, -2.8461, 3.4869], [-1.0464, -3.9070, 1.2476], [2.0346, 3.3500, -3.9570], [1.1065, 4.1582, -2.0620], [1.1359, 2.2113, -2.9122], [-3.6408, -4.9664, 2.5062], [-0.6676, -1.8319, 3.2321], [1.6685, 5.0883, -2.2511], [3.1453, 2.4063, -1.1583], [4.2613, 4.2402, -2.2526], [1.1676, 3.9228, -0.9862], [3.2096, 2.7160, -2.2191], [-1.7954, -3.9997, 2.0575], [1.7848, 3.1082, -2.9061], [-2.6664, -2.0106, 1.9112], [-2.1190, -2.6525, 2.6279], [-3.0062, -4.7599, 1.6280], [3.6110, 4.9035, -1.2729], [3.6062, 1.8589, -2.7966], [-1.4021, -0.7271, 3.4819]]
}